The following is a DFT calculation (ωB97M-V with the def2-TZVPD basis set) of 5 unconnected molecules or ions with the total composition C38H68N2O21P2S.

Geometry as XYZ:
```
132
C38H68N2O21P2S (ωB97M-V with the def2-TZVPD basis set)
S -0.1265 2.5980 2.9584
P 4.7645 0.8806 2.6077
P 3.5112 1.5192 0.8991
O 5.3957 -0.7106 2.1412
O 11.8528 -2.0584 1.0620
O 9.9490 -0.8002 0.8801
O -0.1817 4.0671 3.5082
O -5.1727 -1.6168 -5.1852
O -6.8755 0.6232 -3.8668
O 3.1945 3.6510 -1.6283
O -0.4213 2.8041 1.2604
O -1.2046 1.7450 3.6796
O -1.0931 4.9581 -0.7740
O 11.0609 -0.8542 2.8400
O -3.2365 -1.5262 -4.0347
O -8.5632 1.9899 -4.4705
O -4.9890 -2.7372 -3.1974
O 3.9433 0.7075 3.9479
O -6.6946 1.8583 -5.7857
O 1.4247 1.9001 2.7345
O 6.0334 2.0457 2.8639
O -0.3861 0.6598 -6.8722
O 1.5500 0.7505 -5.7217
O -0.2024 -0.4606 -4.8844
N 2.5175 3.8290 2.0319
N 1.2489 4.1232 -0.2159
C -7.7726 0.6995 -2.7702
C -4.3666 -0.6178 -5.7894
C 1.8670 3.9470 -1.5847
C -7.9072 -0.6493 -2.0926
C 0.1581 5.1598 -0.3550
C -3.5202 -1.3811 3.7828
C 0.7642 2.8251 0.3881
C 10.0994 0.1817 2.9290
C 1.4034 -4.9658 5.6134
C -1.9996 -1.8333 4.1951
C -1.8006 0.1064 -0.6413
C -3.4691 -1.9940 -0.2650
C 0.5677 6.7328 -0.0047
C 0.5259 1.5980 -0.7140
C 2.2930 -6.1548 6.3139
C -1.6695 -1.6417 5.7955
C -7.3205 1.5216 -4.7964
C 2.4081 -6.0277 7.9634
C 1.1134 4.1003 -3.0318
C -2.9454 -2.3943 1.2722
C -9.0394 1.1714 -3.4176
C -0.2342 0.2869 -0.0831
C -0.1000 -1.2397 6.1168
C 1.7959 1.2968 -7.0048
C 1.9876 2.5099 1.4845
C 9.1210 -0.1857 1.8546
C 11.0280 -1.3065 1.5500
C 1.3582 -3.5574 6.4967
C 0.2713 1.6286 -8.9842
C 0.2766 0.2530 -5.7476
C 0.4200 1.6588 -7.4764
C -4.0893 -2.0411 2.3923
C -4.5100 -2.0236 -4.0607
C 1.0057 -2.2770 5.4800
C -4.5153 -0.6481 -7.2972
C 8.3946 1.0070 1.2662
C -2.9907 -0.9798 -5.3178
C -2.1136 -1.4666 -1.0901
H -9.6400 0.3629 -3.8484
H 2.8048 3.6807 3.0437
H 3.0166 0.3051 0.2379
H -0.0555 4.0622 -2.9947
H 0.3270 -5.3376 5.3151
H 2.2848 0.5344 -7.6209
H 7.6616 0.6735 0.5239
H 0.9957 2.2888 -9.4701
H -1.2639 -1.1064 3.6030
H -2.0497 0.8330 -1.5322
H -4.2328 -1.7769 4.6544
H 1.4472 3.1624 -3.6908
H -2.5018 -1.7422 -5.9339
H -2.3539 -1.5723 -2.2356
H -0.7368 1.9473 -9.2702
H 0.1055 2.6337 -7.0843
H -4.6742 -3.0285 2.6908
H -8.7044 -0.6419 -1.3435
H 9.0880 1.6727 0.7407
H -2.3366 -0.7567 6.2298
H -0.1808 0.2021 1.0872
H -2.3347 -0.1073 -5.2456
H -9.6641 1.7510 -2.7316
H 0.2725 7.0510 1.0820
H 1.7354 6.8184 -0.2191
H 7.8715 1.5772 2.0396
H -0.1290 1.9764 -1.6331
H -3.7909 0.0122 -7.7832
H 1.5359 1.2061 -1.1866
H 8.3992 -0.9321 2.2081
H 0.6916 -2.6851 4.4144
H -6.9676 -0.9183 -1.5983
H -1.2312 -2.1807 -0.7343
H 2.4519 2.1694 -6.9326
H -4.8953 -1.2692 1.9684
H 1.4198 5.1284 -3.5062
H 3.3367 -6.1638 5.7699
H -3.6894 -0.2011 3.7744
H -4.6810 0.3570 -5.3974
H -1.7039 -2.9229 3.8605
H 3.3273 4.1575 1.4608
H -8.1117 -1.4401 -2.8225
H 3.1332 -5.1706 8.3012
H -5.5234 -0.3293 -7.5832
H 2.7642 -7.0799 8.3450
H 0.0597 7.4114 -0.8451
H 10.6017 1.1397 2.7565
H 0.5662 -3.6432 7.3852
H -0.0184 -1.0922 7.2806
H -4.2554 -1.1156 -0.2585
H 4.6007 -1.3131 1.9744
H -2.8206 -3.5653 1.2538
H 0.1033 -0.1749 5.6221
H 1.9483 -4.7091 4.5845
H 6.4251 1.8187 3.7701
H -1.9268 -1.8331 1.4059
H 2.0323 -1.6919 5.3424
H -2.0190 -2.6118 6.3972
H 0.3981 0.6126 -9.3739
H -3.9116 -2.9124 -0.8410
H 1.3302 -5.8301 8.4306
H 1.7621 -7.1889 6.1107
H -4.3885 -1.6640 -7.6869
H -7.3835 1.4417 -2.0627
H -2.5232 0.3678 0.2414
H 2.4318 -3.4126 6.9912
H 9.6391 0.1956 3.9213
H 0.3361 -0.6752 -0.5006
```

Calculated values
Charge: 0
Highest occupied orbital energy (eV): -9.73
Frontier orbital gap (eV): 8.7
SMILES: CCCCCCCCCCCCCCCC[C@@]1(N(C(C)=O)C(C)=O)OS(=O)(=O)O[C@@]1(N)PP(=O)(O)O.C[C@@H]1COC(=O)O1.C[C@@H]1COC(=O)O1.C[C@@H]1COC(=O)O1.C[C@@H]1COC(=O)O1

---

The following is a DFT calculation (ωB97M-V with the def2-TZVPD basis set) of a molecular structure, C10H27NO6Ti.

Geometry as XYZ:
```
45
C10H27NO6Ti (ωB97M-V with the def2-TZVPD basis set)
Ti -8.0816 17.9400 -4.3362
O -6.7860 20.9541 -3.6365
O -9.7031 15.9711 -6.7070
O -7.7942 17.8929 -7.8370
O -9.2840 12.5087 -4.1203
O -5.7156 15.7740 -4.3241
O -7.9929 19.9065 -1.1276
N -7.6869 14.7619 -2.5378
C -8.7844 17.2707 -8.6194
C -5.3012 15.0737 -3.1437
C -4.6206 16.2175 -5.1430
C -6.5015 14.0696 -2.9132
C -8.8234 12.4029 -2.6655
C -9.0094 15.9109 -7.9138
C -10.6990 12.3590 -4.1752
C -6.5959 21.4469 -2.3154
C -8.7072 13.7889 -1.9862
C -7.7335 21.3066 -1.3355
H -4.4528 14.4650 -3.4565
H -5.7247 21.0122 -1.8252
H -11.2430 13.2950 -4.3022
H -7.5266 15.5531 -1.9308
H -6.3248 21.6042 -4.1716
H -4.4117 15.4626 -5.9010
H -10.9529 11.7172 -5.0189
H -3.6325 16.2089 -4.6830
H -8.0956 15.3352 -7.7667
H -6.5421 22.5257 -2.4612
H -8.4416 17.1173 -9.6426
H -8.7994 19.9372 -0.6078
H -9.6491 15.3223 -8.5715
H -8.6337 21.8020 -1.6993
H -9.4192 11.6821 -2.1055
H -9.7279 14.1480 -2.1178
H -11.1192 11.9180 -3.2714
H -7.5181 21.7740 -0.3747
H -8.6661 13.7930 -0.8969
H -7.4504 18.7020 -8.2226
H -9.6677 17.9044 -8.6992
H -7.8327 11.9482 -2.6704
H -4.9672 17.0420 -5.7661
H -6.6720 13.5846 -3.8744
H -5.2180 15.6747 -2.2382
H -6.1275 13.2939 -2.2449
H -9.4588 15.1611 -6.2534
```

Calculated values
Charge: +1
2S+1: 4
Highest occupied orbital energy (alpha / beta) (eV): -10.03 / -11.59
Frontier orbital gap (alpha / beta) (eV): 6.9 / 7.9

---

The following is a DFT calculation (ωB97M-V with the def2-TZVPD basis set) of a molecular structure, C34H40N9O4S4Ti.

Geometry as XYZ:
```
92
C34H40N9O4S4Ti (ωB97M-V with the def2-TZVPD basis set)
Ti -0.1083 -0.5853 0.4325
S -0.1109 -1.3813 4.6621
S -2.2257 -2.8041 2.4679
S -1.1888 1.6708 -2.0266
S 1.7499 -4.9142 -0.7130
O -3.0141 -3.0182 1.2758
O 0.2303 -0.9915 -1.3642
O -0.6743 1.0283 1.2292
O -1.5289 -3.9242 3.0326
N -0.6982 -3.9301 -0.3476
N 1.4952 0.5617 -0.0848
N 1.1389 -2.6426 0.3866
N -1.1728 -1.6255 2.0456
N 2.1716 0.1550 -1.2307
N 0.8543 -0.7277 2.3934
N -2.4118 -0.9224 -0.7565
N -3.1815 1.7948 0.2934
N -5.3967 -0.4289 6.8275
C -0.1939 -1.3011 2.9427
C 3.2192 2.2901 -0.0214
C 5.2939 -3.2119 0.2169
C 0.6261 -3.7165 -0.1606
C -3.3106 -2.7768 4.9476
C -4.0526 -2.2283 5.9712
C -4.6840 -0.9871 5.8082
C 3.7278 -2.5548 -4.1475
C 3.2669 -1.8083 -3.0738
C -2.3384 3.0267 -1.7005
C -2.9475 3.0921 -0.2893
C -4.1524 0.9310 -0.3207
C -3.7588 -0.5443 -0.2530
C 1.4106 -0.5657 4.6050
C -2.3763 -0.9134 -2.2313
C 1.5093 -2.5901 -5.0855
C 3.4492 -1.7863 0.8664
C 1.9593 1.6624 0.4856
C -2.2370 0.4694 -2.8852
C -0.0400 1.9690 1.8515
C 1.7581 -0.2816 3.3365
C -3.1870 -2.1023 3.7362
C 1.2561 2.2857 1.5360
C -0.8184 2.7007 2.8987
C 2.8517 -2.9433 -5.1527
C 3.0541 -3.9105 -0.1643
C -3.8094 -0.8665 3.5619
C -4.5473 -0.3128 4.5807
C 1.4399 -0.7050 -1.8381
C 2.5481 -2.7393 0.4016
C 1.9220 -1.4547 -3.0083
C 1.0416 -1.8525 -4.0092
C 4.8070 -2.0294 0.7743
C 4.4155 -4.1638 -0.2648
H -0.1693 2.9785 3.7285
H -3.2899 -1.3656 -2.6313
H -3.2414 1.8264 1.2982
H -4.1514 -2.7615 6.9098
H -2.3321 -1.8966 -0.4904
H 0.8277 -2.8905 -5.8717
H 3.2152 -3.5257 -5.9906
H -1.5568 -1.5512 -2.5352
H 1.9767 -0.3732 5.5031
H -0.0066 -1.5779 -3.9496
H 3.0926 -0.8533 1.2647
H 5.5044 -1.2840 1.1367
H 4.7780 -5.0806 -0.7122
H -4.5075 -1.1022 -0.8259
H -3.8475 3.7218 -0.3630
H -3.1122 2.9896 -2.4688
H -3.2095 0.9386 -3.0181
H -5.0323 0.6468 4.4390
H 1.7210 3.1222 2.0390
H -2.8248 -3.7359 5.0774
H -1.2462 3.6174 2.4875
H 6.3603 -3.3833 0.1573
H -1.3467 -3.5612 0.3334
H -1.7869 3.9488 -1.8878
H -5.6027 -0.9661 7.6492
H 4.7725 -2.8354 -4.1988
H -4.2758 1.2343 -1.3601
H -1.6280 2.0710 3.2671
H -0.9695 -4.8369 -0.6861
H 3.9853 1.5395 -0.2033
H 2.6636 0.2190 3.0342
H 3.9350 -1.5050 -2.2759
H 3.5727 3.0409 0.6825
H -2.2581 3.6231 0.3687
H -3.7037 -0.3295 2.6251
H 3.0246 2.7714 -0.9825
H -1.8418 0.3239 -3.8909
H -5.9592 0.3850 6.6637
H -3.8392 -0.9095 0.7647
H -5.1556 1.0197 0.1196
```

Calculated values
Charge: +1
Highest occupied orbital energy (eV): -10.46
Frontier orbital gap (eV): 7.3

---

Q: Look up the charge of the first one.
A: 0

---

Q: What is the charge in the second record?
A: +1